{
  "formula": "C6H9N",
  "method": "ωB97M-V/def2-TZVPD",
  "species": ["C", "C", "C", "N", "C", "C", "C", "H", "H", "H", "H", "H", "H", "H", "H", "H"],
  "xyz": [[1.259, 1.066, -0.828], [1.757, -1.253, 0.087], [0.973, 0.024, 0.221], [-3.345, 0.160, -0.330], [0.160, 0.205, 1.312], [-2.239, 0.652, 0.382], [-1.062, 0.537, 0.751], [-4.227, 0.621, -0.172], [-3.390, -0.846, -0.449], [0.208, -0.410, 2.206], [2.343, 1.216, -0.915], [0.880, 0.756, -1.805], [0.823, 2.036, -0.574], [1.484, -1.984, 0.854], [2.833, -1.074, 0.148], [1.542, -1.705, -0.888]],
  "total_energy_ha": -288.64102,
  "e_above_lowest_kcal_mol": 88.50,
  "multiplicity": 1,
  "e_homo_ev": -7.741,
  "molar_mass_g_mol": 95.14,
  "charge": 0,
  "orbital_gap_ev": 8.622,
  "max_force_ev_per_a": 3.586
}



{
  "formula": "C20H29Br27FNO5S",
  "method": "ωB97M-V/def2-TZVPD",
  "species": ["C", "C", "O", "O", "C", "C", "C", "C", "C", "F", "C", "C", "C", "N", "C", "O", "S", "O", "O", "H", "H", "H", "H", "H", "H", "H", "H", "H", "H", "H", "H", "H", "H", "H", "H", "H", "H", "H", "H", "C", "Br", "Br", "Br", "H", "C", "Br", "Br", "Br", "H", "C", "Br", "Br", "Br", "H", "C", "Br", "Br", "Br", "H", "C", "Br", "Br", "Br", "H", "C", "Br", "Br", "Br", "H", "C", "Br", "Br", "Br", "H", "C", "Br", "Br", "Br", "H", "C", "Br", "Br", "Br", "H"],
  "xyz": [[1.362, -2.269, -3.567], [-0.082, -2.411, -3.966], [-0.549, -3.457, -4.166], [-0.790, -1.279, -4.047], [-2.087, -1.416, -3.437], [-2.665, -0.070, -3.014], [-1.719, 0.814, -2.160], [-0.929, -0.037, -1.169], [-1.785, -0.851, -0.213], [-0.081, 0.744, -0.407], [-2.651, 1.840, -1.418], [-3.819, 2.328, -2.315], [-1.906, 3.092, -0.947], [-2.760, 3.997, -0.165], [-1.290, 3.832, -2.130], [-0.163, 3.136, -2.651], [-0.481, 1.680, -3.220], [-0.947, 1.697, -4.555], [0.740, 0.981, -3.145], [1.734, -3.183, -3.122], [1.413, -1.449, -2.851], [1.980, -2.029, -4.429], [-2.755, -1.856, -4.177], [-2.019, -2.139, -2.628], [-2.952, 0.435, -3.925], [-3.536, -0.292, -2.404], [-0.280, -0.740, -1.675], [-2.448, -0.260, 0.432], [-1.090, -1.359, 0.454], [-2.371, -1.629, -0.694], [-3.129, 1.355, -0.574], [-4.226, 3.266, -1.948], [-3.409, 2.539, -3.301], [-4.635, 1.615, -2.353], [-1.054, 2.846, -0.307], [-2.913, 3.551, 0.731], [-2.256, 4.866, -0.037], [-0.901, 4.763, -1.722], [-2.018, 4.115, -2.889], [4.417, -5.113, -2.709], [4.104, -3.395, -1.875], [4.525, -6.507, -1.385], [3.119, -5.512, -4.074], [5.382, -5.059, -3.193], [5.575, -2.752, 1.734], [4.207, -3.258, 2.991], [6.536, -1.176, 2.295], [6.771, -4.212, 1.353], [5.078, -2.502, 0.807], [2.558, 0.455, 5.603], [2.320, 0.431, 3.691], [2.489, -1.315, 6.362], [4.164, 1.385, 6.112], [1.726, 1.010, 6.018], [7.326, 2.342, 4.084], [6.873, 4.088, 3.418], [8.854, 1.602, 3.170], [7.579, 2.328, 5.995], [6.479, 1.701, 3.871], [-6.627, 1.140, 1.020], [-5.198, -0.103, 0.663], [-5.958, 2.925, 1.290], [-7.977, 1.084, -0.354], [-7.096, 0.829, 1.943], [-2.071, -5.104, -7.200], [-3.585, -4.037, -6.677], [-2.527, -6.973, -7.331], [-1.264, -4.450, -8.823], [-1.333, -5.009, -6.415], [-3.652, -0.790, 4.509], [-4.988, -2.088, 4.016], [-2.527, -0.319, 3.017], [-4.436, 0.770, 5.326], [-3.019, -1.255, 5.250], [0.506, 0.164, 9.593], [-0.609, 0.254, 8.023], [2.033, 1.327, 9.435], [-0.497, 0.507, 11.200], [0.880, -0.848, 9.658], [3.884, 4.121, 0.309], [2.530, 3.704, 1.616], [4.838, 5.735, 0.764], [5.085, 2.639, 0.033], [3.379, 4.302, -0.628]],
  "total_energy_ha": -71206.74390,
  "multiplicity": 1,
  "e_homo_ev": -9.940,
  "molar_mass_g_mol": 2571.93,
  "charge": 0,
  "orbital_gap_ev": 9.537,
  "max_force_ev_per_a": 4.413
}



Question: charge of number 1 (C6H9N)?
Answer: 0



Question: Number 2 is which compound?
Answer: C20H29Br27FNO5S